[1]
45
Properties=species:S:1:pos:R:3:forces:R:3 method="wB97M-V/def2-TZVPD" charge=-1 max_force_ev_per_a=8.24 spin_multiplicity=1 orbital_gap_ha=0.25568 lumo_energy_ev=2.366
C 7.544360 1.813883 -1.370306 1.7166 1.4891 -0.8525
O 6.846349 1.388228 -0.147135 -1.0031 -0.3162 -2.4348
S 5.332159 0.677193 -0.473846 -2.0486 0.1988 -2.9382
O 5.098782 0.417488 -1.981843 1.6782 0.8912 4.6629
O 4.153691 1.866022 -0.051058 1.8079 -0.0877 -2.3664
C 4.170685 2.980812 -1.045802 -0.1679 6.4230 -4.5767
O 4.870504 4.072171 -0.672197 -3.1129 -5.9550 -1.1316
O 3.455098 2.976818 -2.331116 3.2559 -1.2796 7.4649
H 8.665257 2.058088 -1.039511 -2.5236 -0.5196 -0.4917
H 7.635707 0.988604 -2.200937 -0.6267 1.5063 1.7724
H 7.074473 2.820377 -1.800375 0.8405 -2.3691 0.9404
C -1.872569 0.716765 -0.953655 -0.2988 0.1267 0.1730
C -0.582110 1.449908 -1.311893 0.2362 -0.5102 -0.1172
C -0.227782 1.378357 -2.815343 0.4683 0.2346 0.1437
O 0.316675 0.122745 -3.231945 -0.6856 0.1803 -0.1463
C -0.653477 -0.880186 -3.492789 0.5738 0.0540 0.1015
N 0.510706 0.929702 -0.475633 -0.0224 0.0109 -0.2782
H -1.749109 -0.368658 -0.931298 0.0865 0.0736 -0.0645
H -2.216335 1.017845 0.043149 0.1244 -0.0436 -0.1369
H -2.669631 0.955891 -1.665101 0.0296 -0.0478 0.0176
H -0.732036 2.507033 -1.060856 0.1328 -0.0623 -0.1216
H 0.557191 2.117353 -3.010785 0.0703 -0.2262 0.0923
H -1.080804 1.659909 -3.444781 -0.1738 -0.1705 -0.0020
H -1.573052 -0.466997 -3.917381 -0.0528 0.0467 0.0801
H -0.869262 -1.435939 -2.578460 -0.2715 -0.0753 -0.0087
H -0.227073 -1.585209 -4.211678 0.0397 0.1248 0.0232
H 1.347785 1.487293 -0.649352 -0.0204 -0.0017 0.0755
H 0.757554 0.004906 -0.841005 -0.0815 0.2885 0.1345
C -1.975613 -0.745633 2.664327 0.2581 0.2256 -0.1070
C -2.386937 -2.054100 1.993623 -0.1656 0.0712 0.4276
C -3.916991 -2.274249 1.954895 0.1898 -0.2989 -0.0608
O -4.483885 -2.683318 3.203032 -0.0539 0.4121 -0.3834
C -4.738312 -1.620237 4.108697 0.0261 -0.3828 0.1702
N -1.698965 -3.169948 2.661281 -0.4041 -0.2164 -0.0272
H -2.054683 -0.786466 3.753348 -0.0677 -0.1028 -0.0804
H -0.930277 -0.511099 2.430426 -0.2265 -0.0733 -0.0051
H -2.589781 0.087577 2.307673 0.0626 -0.0767 0.0446
H -2.036497 -2.007767 0.955328 -0.1111 -0.0811 0.0772
H -4.120571 -3.094661 1.257775 -0.0138 -0.0257 0.1582
H -4.441191 -1.395608 1.559530 0.0457 0.1052 0.1387
H -5.042271 -0.702843 3.596235 0.1084 -0.0084 -0.0300
H -3.857520 -1.439844 4.727638 -0.0305 0.2639 -0.0023
H -5.548833 -1.929077 4.774545 0.0290 -0.0503 -0.1386
H -1.900753 -4.029963 2.149965 0.1627 0.1444 0.0386
H -2.160654 -3.313166 3.564613 0.2199 0.1105 -0.2348

[2]
57
Properties=species:S:1:pos:R:3:forces:R:3 method="wB97M-V/def2-TZVPD" charge=0 max_force_ev_per_a=4.92 e_above_lowest_kcal_mol=125.93 smiles="CC[C@H](F)B1OBOB(OC[C@@H](C)O)O1.C[N+](=O)[O-].C[N+](=O)[O-].C[N+](=O)[O-].C[N+](=O)[O-]" spin_multiplicity=1 orbital_gap_ha=0.35078 lumo_energy_ev=-0.627
C 2.161050 0.182643 2.442315 -0.6708 0.3507 0.0177
C 0.831470 1.125528 2.703941 0.1310 0.6541 -0.2651
C 0.890329 2.392173 1.616274 0.6558 -0.9002 0.4378
F 0.083358 3.564101 2.048199 1.3240 -1.9432 -0.6979
B 0.376904 1.901957 0.113297 -0.1777 0.4968 -0.0988
O 0.345378 2.904642 -0.977033 -1.3026 -4.7428 -0.1614
B -0.281453 2.218513 -2.130162 -1.7295 0.2772 2.4216
O -1.522492 1.461099 -1.876391 3.4611 -1.3645 2.1694
B -1.315172 0.445350 -0.784441 -0.9916 0.5062 -0.6045
O -2.454524 -0.457110 -0.526341 2.4876 2.6356 0.8952
C -3.049502 -0.247099 0.802020 -1.0174 -0.5476 0.9433
C -3.462223 1.301397 1.146219 -1.6297 0.1494 1.8172
C -4.887084 1.223381 2.018924 0.4609 -0.0758 -1.1912
O -2.482844 1.926851 2.090664 -0.6628 0.3447 -1.7789
O -0.034324 0.466558 -0.040348 -2.3874 3.1565 -1.6109
H 2.966127 0.792070 1.833173 -1.4326 -1.2576 1.3857
H 1.888707 -0.756787 1.798165 0.5070 1.9167 1.4728
H 2.567077 -0.123120 3.499759 -0.5898 0.4291 -2.2986
H 0.886779 1.575510 3.791659 -0.1507 -0.8568 -2.3076
H -0.174437 0.495787 2.576816 2.3006 1.6163 0.3036
H 2.024104 2.744968 1.511990 -2.4599 -0.4742 0.5148
H 0.110146 2.261598 -3.239970 0.2026 0.3163 -0.0068
H -4.068705 -0.869220 0.807497 2.2872 1.4137 -0.2775
H -2.388505 -0.746501 1.661515 -1.2260 1.4592 -1.7740
H -3.705431 1.972518 0.218952 0.9906 -1.4304 1.4734
H -4.932454 2.101532 2.805042 0.0584 -1.8723 -1.7082
H -4.898174 0.176396 2.544759 -0.2894 2.1465 -0.8241
H -5.751080 1.324607 1.201796 1.5989 -0.3908 2.1164
H -2.592778 2.922656 2.105219 0.0891 -1.7854 -0.2783
C -0.341239 1.869836 7.110129 0.0003 0.3083 0.1537
N 0.549787 0.949407 6.353576 0.6617 -0.7429 -0.5053
O 1.723428 1.303570 6.191802 -1.5803 -0.6792 0.0912
O 0.045895 -0.102715 5.943570 0.8931 1.5325 0.5358
H 0.231602 2.750501 7.408268 -0.0488 -0.2892 -0.1444
H -1.163378 2.150390 6.448614 0.0983 -0.1843 0.1300
H -0.703658 1.330493 7.987611 -0.0240 0.0287 -0.2556
C 1.142697 -0.033808 -4.959494 0.1567 -0.2474 -0.2704
N 2.068870 0.927186 -5.616902 0.6371 0.7519 -0.4063
O 2.814121 0.482645 -6.497822 -0.9258 0.8228 1.1621
O 2.021512 2.100701 -5.230132 0.2393 -1.6036 -0.7024
H 1.292021 -1.023548 -5.396213 0.0949 0.6342 0.1292
H 1.379375 -0.042950 -3.893603 -0.1263 0.0884 -0.1792
H 0.123842 0.316256 -5.137264 0.1865 0.0047 0.1605
C 0.344001 -3.908406 -6.519482 0.0014 -0.2399 -0.2498
N -0.329991 -3.545490 -5.243740 -0.9373 -0.3151 0.9301
O -1.233239 -4.291793 -4.848506 1.4720 1.4058 -0.4481
O 0.066810 -2.521721 -4.675042 -0.7830 -1.6810 -0.4784
H -0.103902 -4.825814 -6.907235 0.0431 0.2571 0.2110
H 0.195496 -3.081908 -7.217387 0.1325 -0.0770 0.1828
H 1.403262 -4.058850 -6.301433 -0.1741 0.1692 -0.0442
C 2.842444 -2.897297 -0.719800 -0.1138 -0.1581 -0.2722
N 3.311962 -3.143170 0.670376 0.4268 -0.3129 1.1025
O 3.340612 -4.316730 1.058928 0.0076 1.7287 -0.3745
O 3.638620 -2.151124 1.332277 -0.3020 -1.6803 -0.9747
H 2.589908 -3.854011 -1.181894 0.0906 0.1999 0.2390
H 1.962755 -2.253117 -0.661455 0.2169 0.0140 0.0195
H 3.656137 -2.410533 -1.261258 -0.1801 0.0373 0.1726

[3]
43
Properties=species:S:1:pos:R:3:forces:R:3 method="wB97M-V/def2-TZVPD" charge=+1 max_force_ev_per_a=4.70 spin_multiplicity=1 orbital_gap_ha=0.21037 lumo_energy_ev=-4.687
C 2.440593 -1.011763 1.430565 0.0411 -0.2948 0.2737
C 3.209318 0.292500 1.313350 0.3514 -0.2212 0.4201
O 3.473208 0.692016 -0.020793 -0.1999 -0.1729 -0.2629
C 2.531818 1.637243 -0.528184 0.3966 -0.1236 -0.0730
C 1.358673 0.923350 -1.131844 0.0824 -0.3462 -0.5359
C 0.449854 1.745004 -1.994663 0.3126 0.9117 -0.4527
C -0.178657 2.822358 -1.136892 -0.1855 -0.4931 0.6532
C -0.875231 2.070768 0.035365 -0.1333 0.5290 -0.8252
In -2.108652 0.249354 -0.545562 -0.4813 0.2672 0.7267
C -1.230087 -1.327187 -2.032312 0.1920 -0.3979 0.7049
C -1.166403 -2.769477 -1.516874 0.7343 0.1352 -0.2044
N -0.433096 -2.955405 -0.222062 0.6970 -0.1251 -0.7530
C -2.631805 -0.863686 1.319471 0.2659 0.0105 0.0046
B -2.343485 -0.062949 2.616430 -0.2393 -0.1938 0.1795
O -3.279756 0.004600 3.642043 0.4040 0.3346 0.2517
O -1.143201 0.614750 2.830419 0.1429 0.1543 -0.6074
H 1.981460 -1.312152 0.491080 -0.2996 0.1273 0.2829
H 3.075669 -1.835039 1.738452 0.2130 -0.1581 -0.0023
H 1.645617 -0.943393 2.162922 -0.3365 -0.0037 -0.0079
H 4.166189 0.153216 1.801971 0.2919 0.1104 -0.0221
H 2.705428 1.079550 1.862563 -0.2203 0.2564 -0.0660
H 2.206523 2.315285 0.249269 -0.0326 0.2157 0.2107
H 3.058589 2.197897 -1.290921 0.0668 0.2433 -0.1508
H 0.781832 0.374334 -0.376315 -0.0789 -0.0455 0.0975
H 1.804129 0.147823 -1.778397 0.0094 4.1502 0.3514
H 1.003302 2.116098 -2.862219 0.1254 0.2309 0.0338
H -0.374307 1.175123 -2.381962 -0.2493 -0.5662 -0.2618
H 0.581930 3.513940 -0.777263 0.1544 0.1641 0.0699
H -0.848722 3.420011 -1.741882 -0.3770 -0.0225 -0.0327
H -0.144352 1.854702 0.807797 0.1538 -0.1946 0.1995
H -1.572918 2.765473 0.497000 -0.2843 -0.0375 0.1490
H -3.593980 0.832467 -1.280773 0.2155 -0.1146 -0.1779
H -0.264782 -1.065131 -2.510619 -0.5803 0.4430 -0.4371
H -1.943356 -1.342758 -2.850551 -0.0385 0.2774 -0.2659
H -0.632647 -3.414885 -2.237689 -0.2054 -0.1936 -0.1592
H -2.168831 -3.170643 -1.466168 -0.2363 -0.0838 0.0834
H -1.066554 -3.321533 0.478078 -0.0002 0.5425 0.3377
H 0.210240 -3.733572 -0.345777 -0.1947 -0.3215 0.0908
H -2.100888 -1.812575 1.400219 0.2071 -0.0837 -0.1873
H -3.690538 -1.096965 1.306752 -0.2301 -0.1742 -0.0937
H -3.445769 -0.849982 4.042074 -0.4732 -0.0703 -0.1520
H -1.277360 1.563034 2.914662 0.0946 0.0302 0.4486
Ba 1.831004 -1.671805 -1.910761 -0.0758 -4.6957 0.1614